2 unconnected molecules or ions with the total composition C2H6S2 at a distorted geometry. Source: the OMol25 dataset; level of theory: the ωB97M-V functional and the def2-TZVPD basis.

Last column: Löwdin charge in e.
Atoms and positions in Å:
H1 2.440 -1.137 0.116  -0.2386
C1 -2.633 1.232 1.107  -0.1048
H2 -2.601 1.219 -0.068  0.0830
H3 -3.429 1.952 1.594  0.0808
H4 -1.953 -0.808 1.475  0.0371
H5 -2.788 0.032 2.906  0.0589
S1 2.101 -0.767 -1.094  0.2850
C2 -2.291 0.140 1.910  -0.1171
H6 -0.583 0.415 0.544  -0.2586
S2 0.303 0.148 -0.448  0.1743

- Frontier orbital gap: 7.5 eV
- HOMO energy: -8.4110 eV
- Charge: 0
- Maximum force: 3.99 eV/A
- Energy relative to the best compared isomer or geometry (same formula, charge and spin): 378.8 kJ/mol
- E: -876.02619 hartree
- 2S+1: 1
- Structure (SMILES): C=C.SS

A single C16H18N4O2S molecule at a distorted geometry. Source: the OMol25 dataset; level of theory: the ωB97M-V functional and the def2-TZVPD basis.

Last column: Löwdin charge in e.
Atoms and positions in Å:
N1 0.444 1.767 -1.239  0.1623
C1 3.241 -0.394 -0.029  0.0020
C2 0.853 -0.718 0.364  -0.0366
H1 -2.431 -2.697 3.360  0.0963
H2 -2.882 -0.560 1.111  0.1123
H3 2.805 -3.242 1.560  0.1100
H4 -1.497 -0.819 2.126  0.0873
C3 1.622 1.420 -0.741  -0.2345
H5 -3.491 -1.283 3.636  0.0574
C4 0.331 3.037 -1.436  -0.3632
N2 1.532 3.621 -1.178  -0.0026
H6 4.495 -1.846 0.888  0.1158
C5 3.513 -1.637 0.511  -0.1178
C6 -0.674 4.963 -2.080  -0.1386
H7 -0.177 -0.356 0.232  0.0991
H8 -1.783 -0.776 -1.404  0.0443
C7 0.563 5.725 -1.712  -0.0028
H9 2.630 5.451 -0.993  0.1200
C8 1.902 0.128 -0.076  -0.1102
C9 -2.385 -2.669 -0.435  -0.2348
H10 -0.705 -2.072 -1.719  0.0758
H11 0.710 6.775 -1.954  0.0887
H12 -3.497 -2.722 -0.501  0.1219
C10 -3.134 -1.926 2.848  -0.0812
O1 -0.158 -4.258 0.284  -0.3145
O2 -0.078 -3.503 2.602  -0.3105
C11 2.382 2.583 -0.775  0.0145
C12 -2.357 -1.258 1.706  -0.2699
N3 -0.724 3.725 -1.937  0.1430
H13 -2.242 -2.038 -2.559  0.0784
C13 1.696 4.991 -1.285  -0.0038
H14 -1.514 5.513 -2.417  0.0945
C14 -1.779 -1.826 -1.587  -0.0864
H15 3.333 2.879 -0.329  0.1238
N4 -1.878 -2.407 0.975  -0.2319
C15 2.554 -2.377 0.996  -0.0391
H16 -2.185 -3.721 -0.721  0.0984
H17 -3.892 -2.556 2.314  0.0871
C16 1.109 -2.003 0.786  -0.1832
S1 -0.274 -3.129 1.213  0.7309
H18 4.018 0.217 -0.407  0.0980

- Frontier orbital gap: 8.4 eV
- HOMO energy: -8.5651 eV
- Charge: 0
- Maximum force: 6.26 eV/A
- Energy relative to the best compared isomer or geometry (same formula, charge and spin): 488.9 kJ/mol
- E: -1388.07805 hartree
- 2S+1: 1
- Structure (SMILES): CCN(CC)S(=O)(=O)c1cccc(-c2cn3cccnc3n2)c1

2 unconnected molecules or ions with the total composition C9H14S at a distorted geometry. Source: the OMol25 dataset; level of theory: the ωB97M-V functional and the def2-TZVPD basis.

Last column: Löwdin charge in e.
Atoms and positions in Å:
C1 -2.137 -0.049 -1.726  -0.0942
H1 -1.030 1.534 1.568  0.1094
H2 -2.883 -1.644 -0.518  0.1083
H3 4.196 1.218 -1.839  -0.1570
H4 -1.592 -0.888 2.558  0.0799
H5 -1.562 1.667 -2.760  0.0970
C2 -1.258 1.876 -0.588  -0.0902
H6 -0.787 2.848 -0.648  0.1005
H7 2.207 -1.587 1.050  0.0677
C3 -1.615 1.241 -1.769  -0.1033
C4 -1.414 1.209 0.614  -0.0556
C5 3.182 -1.157 0.822  -0.1813
H8 3.042 -1.073 -1.346  0.0649
H9 -2.503 -0.510 -2.640  0.1002
C6 -2.130 0.007 0.674  -0.2856
C7 -2.487 -0.596 2.008  -0.0568
H10 -3.015 0.096 2.663  0.0772
H11 -3.167 -1.433 1.857  0.0730
C8 3.144 -0.390 -0.502  -0.6468
H12 3.802 -2.049 0.666  0.0675
S1 4.577 0.707 -0.665  0.6767
C9 -2.464 -0.642 -0.508  -0.0590
H13 3.668 -0.569 1.598  0.0573
H14 2.225 0.183 -0.569  0.0502

- Frontier orbital gap: 9.7 eV
- HOMO energy: -8.9325 eV
- Charge: 0
- Maximum force: 1.53 eV/A
- Energy relative to the best compared isomer or geometry (same formula, charge and spin): 35.1 kJ/mol
- E: -749.49959 hartree
- 2S+1: 1
- Structure (SMILES): Cc1ccccc1.CCS

A single C5H11N3 molecule at a distorted geometry. Source: the OMol25 dataset; level of theory: the ωB97M-V functional and the def2-TZVPD basis.

Last column: Löwdin charge in e.
Atoms and positions in Å:
N1 0.171 2.184 -0.084  0.0533
H1 0.085 -1.368 1.629  0.1062
N2 0.188 -1.288 -0.909  0.0989
C1 -2.312 -0.420 -0.101  -0.0288
H2 -2.627 -0.404 -1.144  0.0834
H3 1.090 2.539 -0.328  0.0770
C2 0.137 -0.396 1.140  -0.0452
H4 -2.576 -1.379 0.342  0.0789
N3 2.398 -0.255 -0.149  0.1055
H5 0.092 2.189 0.926  0.0613
C3 1.000 -0.355 -0.125  -0.5527
H6 0.293 -2.241 -0.542  0.0751
H7 2.868 -0.863 0.511  0.0768
H8 -0.103 0.948 -1.735  0.1339
C4 -0.849 -0.178 -0.018  -0.3325
H9 0.237 0.390 1.891  0.0972
H10 2.770 -0.363 -1.084  0.0817
C5 -0.018 0.887 -0.650  -0.2546
H11 -2.844 0.373 0.430  0.0847

- Frontier orbital gap: 9.2 eV
- HOMO energy: -8.2640 eV
- Charge: 0
- Maximum force: 2.48 eV/A
- Energy relative to the best compared isomer or geometry (same formula, charge and spin): 284.1 kJ/mol
- E: -361.28118 hartree
- 2S+1: 1

A molecular structure, C2H2Br3I. Source: the OMol25 dataset; level of theory: the ωB97M-V functional and the def2-TZVPD basis.

Last column: Löwdin charge in e.
Atoms and positions in Å:
H1 0.438 1.627 -1.445  -0.0469
Br1 0.123 0.874 2.425  0.5805
Br2 -0.181 -2.019 1.105  0.5665
C1 0.525 0.564 -1.326  -1.2335
Br3 -0.621 -0.439 -2.400  0.5670
I1 2.371 -0.208 -0.816  0.7536
H2 -1.862 -0.131 1.208  -0.0215
C2 -0.795 -0.268 1.249  -1.1657

- Frontier orbital gap (alpha / beta): 7.9 / 7.7 eV
- HOMO energy (alpha / beta): -8.5042 / -8.2915 eV
- Charge: 0
- Maximum force: 0.66 eV/A
- Energy relative to the best compared isomer or geometry (same formula, charge and spin): 287.2 kJ/mol
- E: -8097.00674 hartree
- 2S+1: 1

A molecular structure, C23H21CsN6O11. Source: the OMol25 dataset; level of theory: the ωB97M-V functional and the def2-TZVPD basis.

Last column: Löwdin charge in e.
Atoms and positions in Å:
C1 0.503 1.064 4.039  -0.4683
H1 -1.344 -2.567 0.712  0.0485
C2 0.633 -2.178 -2.931  -0.7979
C3 -2.322 3.564 3.936  -0.0900
C4 0.110 -2.585 -6.691  -0.1701
C5 2.609 -3.971 0.980  -0.0625
C6 -3.893 4.280 -2.197  -0.0533
N1 -0.823 0.955 -6.622  -0.3516
H2 -2.303 3.392 -5.051  0.0592
H3 -3.412 4.156 2.165  0.0889
C7 -1.298 2.763 4.401  -0.0213
N2 0.223 -3.613 -7.687  -0.3770
O1 0.600 -4.725 -7.335  0.0238
C8 1.423 -1.078 3.866  -0.4497
O2 -0.334 -2.531 -2.210  -0.1773
C9 1.833 -2.118 2.821  -0.1937
H4 -0.873 -0.646 2.315  0.0047
C10 -0.297 -1.334 -7.071  0.0541
H5 -0.525 -1.124 -8.102  0.1183
H6 3.820 -4.838 2.533  0.0930
C11 0.422 -2.868 -5.335  0.0468
C12 -2.297 2.511 -2.670  -0.2933
O3 -2.325 2.114 -1.513  -0.0970
N3 0.620 -0.103 3.380  0.1174
O4 -1.051 1.080 -7.827  0.0052
C13 -2.616 3.550 2.579  -0.0824
C14 -0.412 -0.323 -6.121  -0.0667
H7 -3.849 3.798 -1.224  0.0762
C15 -1.766 -2.289 1.686  -0.2018
N4 1.341 -2.036 1.586  0.0980
H8 1.295 -2.857 -0.307  0.0678
H9 -2.886 4.191 4.618  0.0928
C16 -2.974 4.023 -4.474  -0.0540
N5 -3.031 3.565 -3.105  -0.1912
O5 -1.734 -0.897 1.902  -0.2313
O6 -0.060 -3.353 -8.854  0.0122
O7 1.819 -1.258 5.014  0.0277
H10 -2.059 2.694 0.686  0.0758
H11 3.075 -3.123 4.225  0.1031
C17 3.120 -4.054 2.266  -0.0861
O8 -0.227 0.311 -3.808  -0.0944
H12 -1.216 -2.838 2.457  0.0751
C18 2.722 -3.117 3.204  -0.0251
H13 0.745 -3.865 -5.067  0.1257
O9 -0.926 1.901 -5.850  0.0224
H14 -2.616 5.057 -4.519  0.0858
H15 -3.574 5.323 -2.098  0.0864
N6 -0.881 1.945 2.195  0.1182
H16 -1.002 2.740 5.440  0.1074
H17 -1.676 2.035 -3.444  0.1163
C19 -1.862 2.732 1.752  -0.1298
H18 -4.925 4.270 -2.560  0.0851
C20 -0.125 -0.541 -4.708  -0.3038
O10 1.155 1.521 4.978  0.0202
H19 -2.809 -2.617 1.708  0.0699
C21 0.313 -1.904 -4.393  -0.0537
H20 2.890 -4.672 0.206  0.0996
H21 -3.968 3.987 -4.931  0.0860
C22 1.717 -2.948 0.688  -0.1272
C23 -0.611 1.953 3.498  -0.1903
Cs1 -0.151 -0.052 -0.783  1.1885
O11 1.806 -1.967 -2.563  -0.0595

- Frontier orbital gap: 6.7 eV
- HOMO energy: -2.9743 eV
- Charge: -2
- Maximum force: 0.50 eV/A
- Energy relative to the best compared isomer or geometry (same formula, charge and spin): 3.6 kJ/mol
- E: -2065.40233 hartree
- 2S+1: 1

A molecular structure, C31H25Cl3N5O5S2Zr at a distorted geometry. Source: the OMol25 dataset; level of theory: the ωB97M-V functional and the def2-TZVPD basis.

Last column: Löwdin charge in e.
Atoms and positions in Å:
S1 -0.784 -2.691 0.330  0.6918
C1 -0.931 0.764 -1.989  -0.4488
H1 -4.554 -3.170 -2.062  0.1265
C2 -0.586 4.469 -1.472  -0.0228
C3 4.425 1.199 0.290  -1.4485
Cl1 5.181 -0.151 1.116  0.6990
C4 1.173 -3.394 -3.282  -0.0001
H2 -1.536 -0.757 -4.099  0.1049
H3 -1.125 5.391 -1.643  0.1210
H4 4.301 -4.132 3.447  0.1229
C5 -1.188 3.244 -1.725  0.0308
C6 2.513 -3.006 -0.700  -0.4761
H5 0.216 2.871 1.451  0.0952
C7 -2.611 2.309 3.243  -0.0070
C8 1.376 3.288 -0.788  -0.1096
O1 -0.408 0.422 1.154  -0.1485
H6 0.443 -4.444 -4.993  0.1082
N1 0.801 2.112 -1.017  0.0309
H7 1.931 -4.126 -3.068  0.1016
C9 -2.165 4.659 3.061  -0.0459
H8 2.386 3.293 -0.405  0.0995
O2 -2.060 0.635 -2.427  0.0662
S2 -3.447 -1.264 0.292  0.9709
C10 -1.024 4.399 2.314  -0.0465
H9 -2.527 -0.527 3.164  0.0840
H10 -3.848 3.830 4.102  0.1141
C11 0.724 4.492 -1.024  -0.0251
C12 -4.383 -1.143 -1.263  -0.3896
O3 2.239 1.005 1.229  -0.2590
H11 -1.289 -2.757 -5.527  0.1067
N2 1.768 -2.017 -1.279  -0.1194
H12 -0.392 5.213 1.985  0.1128
C13 3.282 1.760 1.199  -0.7999
C14 0.326 -3.567 -4.371  -0.0743
H13 -1.092 -0.196 4.109  0.1133
H14 1.697 -0.744 3.100  0.1169
H15 3.062 -2.255 4.528  0.1187
N3 0.048 -0.186 -1.930  -0.0624
C15 -0.443 2.101 -1.513  -0.1927
N4 -2.572 -2.666 -1.634  -0.0271
H16 -2.193 3.151 -2.111  0.1280
C16 1.037 -2.272 -2.469  -0.2318
C17 3.552 -3.667 1.492  0.0290
C18 2.211 -1.600 2.684  -0.1164
C19 2.730 -2.808 0.783  -0.2063
Zr1 1.218 -0.270 -0.147  1.7316
C20 2.987 -2.432 3.465  -0.0220
C21 -2.221 -2.266 -0.429  -1.0699
H17 -1.033 -1.378 2.745  0.0382
C22 -0.645 -2.626 -4.667  -0.0892
H18 4.054 -4.459 0.956  0.1318
Cl2 3.640 0.571 -1.237  0.6732
H19 -3.813 -2.002 -3.175  0.1253
O4 3.446 2.795 1.786  0.0878
H20 -2.431 5.681 3.296  0.1149
C23 3.674 -3.478 2.856  -0.0120
O5 2.968 -4.007 -1.213  0.0924
H21 -1.914 -3.203 -2.183  0.1360
N5 2.076 -1.798 1.368  -0.0449
Cl3 5.584 2.415 -0.171  0.6936
H22 1.247 5.421 -0.848  0.1206
H23 -5.446 -1.221 -1.055  0.0822
C24 -1.441 -0.437 3.104  -0.0097
C25 -0.685 3.095 2.004  0.0038
C26 -0.784 -1.496 -3.872  -0.0415
C27 -2.962 3.617 3.521  -0.0513
C28 -1.480 2.044 2.467  -0.1451
H24 -3.229 1.501 3.609  0.1161
C29 0.051 -1.317 -2.777  -0.2418
C30 -3.892 -2.304 -2.132  -0.1815
H25 -4.157 -0.184 -1.721  0.0581
C31 -1.073 0.671 2.171  -0.3318

- Frontier orbital gap: 6.8 eV
- HOMO energy: -10.2752 eV
- Charge: +1
- Maximum force: 1.12 eV/A
- Energy relative to the best compared isomer or geometry (same formula, charge and spin): 21.6 kJ/mol
- E: -4070.38076 hartree
- 2S+1: 1

2 unconnected molecules or ions with the total composition S2 at a distorted geometry. Source: the OMol25 dataset; level of theory: the ωB97M-V functional and the def2-TZVPD basis.

Last column: Löwdin charge in e.
Atoms and positions in Å:
S1 0.000 0.000 -1.600  0.0000
S2 0.000 0.000 1.600  0.0000

- Frontier orbital gap: 4.7 eV
- HOMO energy: -9.7118 eV
- Charge: 0
- Maximum force: 3.76 eV/A
- Energy relative to the best compared isomer or geometry (same formula, charge and spin): 602.7 kJ/mol
- E: -796.09140 hartree
- 2S+1: 1

Question: The lowest E belongs to which entry?
Answer: C2H2Br3I

Question: What is the formula in the fourth record?
Answer: C5H11N3

Question: Among the records above, which one has the lowest maximum force?
Answer: C23H21CsN6O11

Copy entry 1 word for word.
2 unconnected molecules or ions with the total composition C2H6S2 at a distorted geometry. Source: the OMol25 dataset; level of theory: the ωB97M-V functional and the def2-TZVPD basis.

Last column: Löwdin charge in e.
Atoms and positions in Å:
H1 2.440 -1.137 0.116  -0.2386
C1 -2.633 1.232 1.107  -0.1048
H2 -2.601 1.219 -0.068  0.0830
H3 -3.429 1.952 1.594  0.0808
H4 -1.953 -0.808 1.475  0.0371
H5 -2.788 0.032 2.906  0.0589
S1 2.101 -0.767 -1.094  0.2850
C2 -2.291 0.140 1.910  -0.1171
H6 -0.583 0.415 0.544  -0.2586
S2 0.303 0.148 -0.448  0.1743

- Frontier orbital gap: 7.5 eV
- HOMO energy: -8.4110 eV
- Charge: 0
- Maximum force: 3.99 eV/A
- Energy relative to the best compared isomer or geometry (same formula, charge and spin): 378.8 kJ/mol
- E: -876.02619 hartree
- 2S+1: 1
- Structure (SMILES): C=C.SS